Computed, not measured: a molecular structure, C7H15ClLi2NO5 at a distorted geometry, with ωB97M-V/def2-TZVPD.

Results
Energy   -32165.3902 eV
Net charge   -1
LUMO level   2.49 eV
Orbital gap   4.9 eV
Energy above the lowest of the compared OMol25 structures with the same formula, charge and spin   258.4 kJ/mol
2S+1   1
Strongest force on any atom   8.2 eV/A

Geometry (Å):
1 Li -1.06136 17.27318 -8.95791
2 Li -1.71318 17.65054 -11.85396
3 Cl -0.21524 15.96725 -11.00600
4 C -2.78169 18.96305 -9.21874
5 O -3.91927 19.02214 -8.78834
6 O -2.65544 18.13987 -10.15146
7 O -1.83433 19.01702 -8.45980
8 C -0.62350 20.45962 -12.50982
9 O -1.48907 19.34000 -12.78975
10 C -2.63980 19.56176 -13.50724
11 C -3.67234 18.54347 -13.23035
12 N -3.30250 17.16106 -13.26713
13 C -2.70219 16.84676 -14.53276
14 C -2.00869 15.41334 -14.41819
15 O -0.84629 15.32062 -15.15297
16 C -0.13209 14.08789 -15.10057
17 H -0.13484 20.78144 -13.42946
18 H 0.14359 20.24754 -11.76504
19 H -1.27300 21.27146 -12.18247
20 H -2.43261 19.83237 -14.54258
21 H -3.14165 20.46569 -13.16204
22 H -4.48722 18.82087 -13.89902
23 H -4.11181 18.66941 -12.24085
24 H -4.02509 16.45875 -13.19838
25 H -1.91088 17.52593 -14.85002
26 H -3.52194 16.82707 -15.25090
27 H -2.67964 14.58237 -14.63593
28 H -1.74621 15.25836 -13.37167
29 H -0.75121 13.30793 -15.54381
30 H 0.22967 13.70368 -14.14684
31 H 0.76739 14.32924 -15.66695

Partial charges, natural (NBO), in e: 0.92 0.85 -0.91 0.90 -0.83 -1.02 -0.95 -0.24 -0.58 -0.07 -0.27 -0.64 -0.24 -0.07 -0.54 -0.25 0.16 0.22 0.18 0.16 0.18 0.16 0.27 0.38 0.21 0.16 0.14 0.20 0.15 0.18 0.19